1.
# C22H52N2O7S7

9 unconnected molecules or ions with the total composition C22H52N2O7S7 in a non-equilibrium geometry (ωB97M-V/def2-TZVPD, OMol25).

Cartesian coordinates (Å):
1 S 8.9063 1.9276 -2.2002
2 S -6.5302 4.3617 2.9926
3 S 3.7295 7.4077 -1.4007
4 S -3.6991 -7.6915 -3.5183
5 S -3.7709 5.0457 -5.6577
6 S 2.1469 0.6110 6.0108
7 S -3.4765 -4.8220 3.7412
8 O 4.1752 5.9888 -1.7125
9 O 8.0936 0.6941 -1.7918
10 O -2.9236 -8.4514 -2.4700
11 O -4.1422 4.3349 -6.9449
12 O -6.4616 4.3783 1.4622
13 O 2.4681 -0.3924 7.1230
14 O -2.0641 -4.7150 4.4086
15 N 1.5630 -1.6279 -0.7229
16 N 3.7592 -6.7454 -1.3720
17 C 0.2402 -1.2746 -0.3894
18 C 1.4697 0.5297 -0.9914
19 C 0.5406 -0.1131 5.5052
20 C -5.6791 5.8402 3.5595
21 C -3.0431 3.8355 -4.4431
22 C 0.2556 0.1148 -0.4359
23 C -4.5700 -3.4841 4.5317
24 C 8.0097 2.6224 -3.6411
25 C -5.4287 5.1957 -4.8578
26 C 3.7876 7.7450 0.4350
27 C -4.2251 -6.3112 4.5416
28 C 2.6591 -6.5116 0.4755
29 C -5.1400 3.1910 3.4038
30 C -3.7016 -5.9220 -2.9600
31 C 3.7645 -6.1405 -0.1733
32 C -2.8860 -7.5608 -5.1189
33 C 8.3576 3.1635 -0.9828
34 C 3.1523 0.2198 4.5446
35 C 2.7279 -7.6373 -1.4601
36 C 2.2926 -0.5227 -1.1409
37 C 1.9069 7.5821 -1.7903
38 C 1.9467 -7.4349 -0.3059
39 H 8.3360 2.0417 -4.5039
40 H 2.3468 -6.0950 1.4218
41 H 1.0879 -8.0518 -0.0860
42 H -1.8993 -7.1070 -5.0255
43 H -0.5260 -1.9566 -0.0514
44 H 4.5786 -5.5080 0.1485
45 H 2.7530 0.5681 3.5920
46 H -6.0176 5.9439 -5.3884
47 H -0.2524 0.2709 6.1469
48 H -4.9625 5.7209 4.3721
49 H 2.7286 -8.2517 -2.3483
50 H -5.2936 -6.0968 4.5647
51 H -5.3611 5.5336 -3.8237
52 H -4.0155 -7.1724 3.9071
53 H -4.3538 3.5675 2.7495
54 H -5.1811 6.3247 2.7196
55 H -3.8612 -6.5033 5.5509
56 H -1.9818 3.5926 -4.4951
57 H 1.7762 1.5262 -1.2731
58 H 1.5805 8.5626 -1.4435
59 H 1.2720 6.8344 -1.3151
60 H -0.5388 0.8105 -0.2092
61 H -5.2936 -3.3207 3.7330
62 H -2.6867 -5.5363 -3.0570
63 H -4.8827 3.2713 4.4599
64 H -3.5194 -6.8638 -5.6676
65 H 3.3586 8.7199 0.6664
66 H 8.3047 3.6711 -3.6784
67 H 4.5607 -6.7928 -1.9848
68 H 3.1853 6.9211 0.8178
69 H -6.0724 4.3178 -4.9146
70 H -5.2359 -3.7529 5.3518
71 H 0.4743 -1.1756 5.2709
72 H -6.3880 6.5820 3.9273
73 H -5.4004 2.1566 3.1793
74 H -2.8058 -8.5278 -5.6154
75 H 6.9340 2.4594 -3.5750
76 H -3.8558 -5.9985 -1.8837
77 H 7.2932 3.3949 -0.9433
78 H 0.2837 0.4363 4.5995
79 H 8.8047 4.1576 -0.9919
80 H 4.7116 7.7712 1.0126
81 H -3.1360 4.3750 -3.5005
82 H 1.7956 7.5446 -2.8740
83 H -3.6196 2.9135 -4.3678
84 H 4.2037 0.3501 4.8007
85 H 8.6060 2.6237 -0.0690
86 H 3.3372 -0.5786 -1.4092
87 H 1.8352 -2.5640 -0.4586
88 H 3.1542 -0.8562 4.3702
89 H -4.3102 -5.1396 -3.4135
90 H -4.0617 -2.5453 4.7516

## Properties
highest occupied orbital energy: -8.143 eV

---

2.
# C3H8N3

2 unconnected molecules or ions with the total composition C3H8N3 in a non-equilibrium geometry (ωB97M-V/def2-TZVPD, OMol25).

Cartesian coordinates (Å):
1 N 0.8159 -2.0055 0.9213
2 N -0.7569 -0.9690 -1.0453
3 N 0.6920 2.4298 -0.2346
4 C -1.0561 -1.7260 -1.8668
5 C -0.6411 -0.2566 0.1183
6 C 0.2179 -0.9752 1.2258
7 H -1.2704 -2.0500 -2.8207
8 H 1.3304 2.1753 0.4900
9 H 1.3169 2.5720 -1.0991
10 H -0.2066 0.8617 -0.0800
11 H -0.0203 -0.6264 2.2657
12 H 0.0182 3.2782 -0.0849
13 H -1.6658 -0.2264 0.5790
14 H 1.2260 -2.4817 1.6312

## Properties
net charge: +1
highest occupied orbital energy (alpha / beta): -9.565 / -13.729 eV
2S+1: 3
expectation value of S²: 2.01

---

What ΔE to the lowest compared entry with this formula, charge and spin values result from the calculations? In sequence: 98.0 83.0 kcal per mole.